No. 1
{
  "formula": "C4H10N3",
  "method": "wB97M-V/def2-TZVPD",
  "elements": ["H", "N", "C", "C", "C", "N", "C", "N", "H", "H", "H", "H", "H", "H", "H", "H", "H"],
  "positions_angstrom": [[-1.133, -1.654, -1.437], [-0.280, -1.484, -1.049], [-0.401, -0.607, -0.173], [-1.616, 0.018, 0.380], [-2.741, -0.238, -0.298], [0.776, -0.342, 0.523], [2.106, -0.797, 0.117], [0.839, 1.053, 0.934], [-1.729, 0.568, 1.322], [-2.650, -0.763, -1.271], [-3.756, -0.042, 0.075], [2.802, -0.653, 0.958], [1.955, -1.866, -0.187], [2.368, -0.260, -0.825], [0.881, 1.673, 0.078], [-0.086, 1.420, 1.231], [1.555, 1.321, 1.666]],
  "orbital_gap_ha": 0.3610,
  "de_lowest_kcal_mol": 86.29,
  "total_energy_ha": -322.32307,
  "charge": 1,
  "max_force_ev_per_a": 3.4,
  "e_homo_ev": -13.92,
  "molar_mass_da": 100.14,
  "smiles": "[H]/N=C(\\C=C)N(C)[NH3+]"
}

=====

No. 2
{
  "formula": "C4H10N3",
  "method": "wB97M-V/def2-TZVPD",
  "elements": ["H", "N", "C", "C", "N", "C", "C", "N", "H", "H", "H", "H", "H", "H", "H", "H", "H"],
  "positions_angstrom": [[-1.477, 2.235, 1.885], [-1.958, 1.434, 1.488], [-1.315, 0.688, 0.756], [-1.317, -0.532, -0.014], [-1.324, -1.884, 0.486], [0.001, 0.238, -0.009], [1.288, -0.157, 0.615], [0.277, 0.918, -1.310], [-1.806, -0.327, -1.055], [-1.272, -2.662, -0.181], [-0.635, -1.931, 1.167], [1.860, -0.658, -0.077], [1.254, -0.989, 1.439], [1.933, 0.636, 0.826], [-0.489, 1.321, -1.861], [0.774, 0.261, -1.836], [0.895, 1.768, -1.383]],
  "orbital_gap_ha": 0.3508,
  "de_lowest_kcal_mol": 94.47,
  "total_energy_ha": -322.31002,
  "charge": 1,
  "max_force_ev_per_a": 3.3,
  "e_homo_ev": -13.43,
  "molar_mass_da": 100.14,
  "smiles": "[H]/N=C1/[C@H](N)[C@@]1(C)[NH3+]"
}

=====

No. 3
{
  "formula": "C4H10N3",
  "method": "wB97M-V/def2-TZVPD",
  "elements": ["C", "C", "C", "C", "N", "N", "N", "H", "H", "H", "H", "H", "H", "H", "H", "H", "H"],
  "positions_angstrom": [[0.020, 1.302, 1.351], [0.115, 0.609, 0.209], [-0.680, -0.408, -0.342], [-0.579, -0.733, -1.761], [0.095, 1.600, 2.521], [1.077, 1.134, -0.772], [-1.478, -1.050, 0.495], [1.139, -1.144, 0.603], [-1.018, 0.044, -2.294], [-0.688, -1.781, -2.045], [0.447, -0.592, -1.978], [0.092, 2.306, 3.229], [0.622, 1.705, -1.561], [2.013, 1.510, -0.419], [-1.916, -1.987, 0.352], [-1.146, -0.972, 1.455], [1.887, -1.543, 0.957]],
  "orbital_gap_ha": 0.3045,
  "de_lowest_kcal_mol": 100.58,
  "total_energy_ha": -322.30029,
  "charge": 1,
  "max_force_ev_per_a": 4.7,
  "e_homo_ev": -13.01,
  "molar_mass_da": 100.14
}

=====

No. 4
{
  "formula": "C4H10N3",
  "method": "wB97M-V/def2-TZVPD",
  "elements": ["C", "C", "C", "C", "N", "N", "N", "H", "H", "H", "H", "H", "H", "H", "H", "H", "H"],
  "positions_angstrom": [[-1.404, 0.714, 2.345], [-1.005, -0.605, 0.384], [0.939, -1.924, 0.408], [-0.129, -1.273, -1.721], [-1.031, -0.020, 1.457], [0.018, -1.256, -0.191], [0.000, 2.082, -0.250], [-1.533, 0.639, 3.522], [-1.319, 1.771, 2.101], [1.569, -2.678, -0.052], [-0.403, 2.984, -0.310], [0.997, -1.783, 1.466], [0.749, -0.783, -2.132], [-0.132, -2.357, -1.850], [-0.952, -0.740, -2.200], [1.004, 2.017, 0.051], [0.064, 1.598, -1.178]],
  "orbital_gap_ha": [0.2804, 0.2803],
  "de_lowest_kcal_mol": 126.97,
  "total_energy_ha": -322.25824,
  "charge": 1,
  "max_force_ev_per_a": 6.4,
  "e_homo_ev": [-12.88, -12.88],
  "molar_mass_da": 100.14
}